(1)
C2H7N2 | ωB97M-V with the def2-TZVPD basis set

Element x y z (Å)
N: -0.7231 -0.2276 1.8574
N: 0.2754 -0.4321 -0.2581
C: 0.4756 0.2063 -1.5801
C: -0.3029 0.2360 0.7076
H: 0.4283 -0.5647 -2.3362
H: -0.4477 1.2792 0.4457
H: 0.6178 -1.3816 -0.1499
H: 1.4562 0.6754 -1.5967
H: -1.0469 0.4021 2.5645
H: -0.2642 0.9838 -1.7427
H: -0.4686 -1.1769 2.0885

Net charge: +1
Energy relative to the best compared isomer or geometry (same formula, charge and spin) (kJ/mol): 12.2
E (a.u.): -189.6757
SMILES string: CNC=[NH2+]
Highest occupied orbital energy (hartree): -0.576
M (g/mol): 59.1

Mulliken population analysis, charges in e, atoms 1 to 8: number 1, N, carries -0.294; number 2, N, carries -0.179; number 3, C, carries -0.780; number 4, C, carries 0.241; number 5, H, carries 0.305; number 6, H, carries 0.297; number 7, H, carries 0.256; number 8, H, carries 0.336

(2)
C2H7N2 | ωB97M-V with the def2-TZVPD basis set

Element x y z (Å)
N: 1.0233 0.3773 0.2554
N: -1.6991 -0.6685 -0.5672
C: 1.3838 0.5966 1.4065
C: 0.6647 0.1655 -0.9071
H: -1.4143 -0.7550 0.4490
H: -2.2112 0.1456 -0.7509
H: 0.5365 0.9583 -1.5627
H: 0.7501 -0.8529 -1.2225
H: -2.2894 -1.4260 -0.7881
H: 2.4926 0.4978 1.5235
H: 0.7631 0.9614 2.1641

Net charge: +1
Energy relative to the best compared isomer or geometry (same formula, charge and spin) (kJ/mol): 266.1
E (a.u.): -189.5790
Highest occupied orbital energy (hartree): -0.539
M (g/mol): 59.1

Mulliken population analysis, charges in e, atoms 1 to 8: number 1, N, carries 0.066; number 2, N, carries -0.692; number 3, C, carries -0.172; number 4, C, carries -0.143; number 5, H, carries 0.263; number 6, H, carries 0.244; number 7, H, carries 0.356; number 8, H, carries 0.265

(3)
C2H7N2 | ωB97M-V with the def2-TZVPD basis set

Element x y z (Å)
N: -3.0711 -0.4956 -0.1098
N: 2.1652 -0.4114 0.3328
C: 1.3794 0.4881 -0.2236
C: 0.0627 0.6677 -0.1110
H: -2.7746 -1.4094 -0.4342
H: 3.1589 -0.3747 0.1585
H: -0.5359 1.5538 -0.3199
H: 1.9328 1.1883 -0.8574
H: -3.5239 -0.5818 0.7883
H: 1.8248 -1.0432 1.0445
H: -2.2644 0.0952 -0.1557

Net charge: +1
Energy relative to the best compared isomer or geometry (same formula, charge and spin) (kJ/mol): 554.6
E (a.u.): -189.4691
Highest occupied orbital energy (hartree): -0.501
M (g/mol): 59.1

Mulliken population analysis, charges in e, atoms 1 to 8: number 1, N, carries -0.575; number 2, N, carries -0.311; number 3, C, carries 0.100; number 4, C, carries -0.194; number 5, H, carries 0.268; number 6, H, carries 0.256; number 7, H, carries 0.391; number 8, H, carries 0.337

(4)
C2H7N2O | ωB97M-V with the def2-TZVPD basis set

Element x y z (Å)
O: -1.4071 0.3987 1.8325
N: -1.4779 0.6311 0.5879
N: -0.4067 0.5585 -0.2630
C: 0.9128 0.9973 0.2209
C: 0.1999 -1.4275 -0.8772
H: -2.1860 0.3349 -0.0160
H: 1.7374 0.7821 -0.3784
H: 1.1943 -1.3092 -1.0288
H: 1.0012 0.6080 1.2122
H: -0.3006 -1.7889 -1.7388
H: 0.7802 2.0307 0.4036
H: -0.0474 -1.8158 0.0450

Net charge: -1
Energy relative to the best compared isomer or geometry (same formula, charge and spin) (kJ/mol): 549.6
E (a.u.): -264.9510
Highest occupied orbital energy (spin up / spin down) (hartree): -0.036 / -0.039
M (g/mol): 75.1

Mulliken population analysis, charges in e, atoms 1 to 8: number 1, O, carries -0.723; number 2, N, carries -0.127; number 3, N, carries -0.347; number 4, C, carries -0.839; number 5, C, carries -1.033; number 6, H, carries 0.289; number 7, H, carries 0.308; number 8, H, carries 0.300

(5)
C2H7N2O | ωB97M-V with the def2-TZVPD basis set

Element x y z (Å)
O: -0.3307 -1.6896 -1.3329
N: -0.0371 -0.5481 -0.5604
N: 1.1317 0.0176 1.3715
C: 0.9721 -0.6193 0.2691
C: -1.0595 0.5025 -0.4412
H: -2.0583 0.2270 -0.0546
H: 1.7653 -1.2737 -0.0581
H: -1.1298 1.1212 -1.3810
H: -0.6381 1.1081 0.4395
H: 2.0022 0.0360 1.8182
H: 0.5030 0.7435 1.7599
H: -0.5336 -1.2657 -2.2577

Net charge: +1
Energy relative to the best compared isomer or geometry (same formula, charge and spin) (kJ/mol): 264.8
E (a.u.): -264.8303
SMILES string: CN(O)C=[NH2+]
Highest occupied orbital energy (hartree): -0.558
M (g/mol): 75.1

Mulliken population analysis, charges in e, atoms 1 to 8: number 1, O, carries -0.359; number 2, N, carries 0.124; number 3, N, carries -0.311; number 4, C, carries 0.182; number 5, C, carries -0.743; number 6, H, carries 0.313; number 7, H, carries 0.393; number 8, H, carries 0.325

(6)
C2H7N2O | ωB97M-V with the def2-TZVPD basis set

Element x y z (Å)
O: 0.0591 -1.4751 -0.2167
N: 1.2374 0.6403 0.1695
N: -0.8124 0.3094 1.2805
C: -0.0746 -0.1555 0.0825
C: -0.5669 -0.7020 -1.1981
H: 1.5375 1.1265 -0.7255
H: -1.5517 -1.1541 -1.3575
H: 0.0411 -0.5908 -2.0806
H: -1.5048 -0.4794 1.5385
H: 1.0137 1.2722 0.9566
H: 1.9539 0.0240 0.5165
H: -1.3324 1.1844 1.0343

Net charge: +1
Energy relative to the best compared isomer or geometry (same formula, charge and spin) (kJ/mol): 241.6
E (a.u.): -264.8392
SMILES string: N[C@]1([NH3+])CO1
Highest occupied orbital energy (hartree): -0.562
M (g/mol): 75.1

Mulliken population analysis, charges in e, atoms 1 to 8: number 1, O, carries -0.374; number 2, N, carries -0.321; number 3, N, carries -0.662; number 4, C, carries 0.627; number 5, C, carries -0.454; number 6, H, carries 0.375; number 7, H, carries 0.252; number 8, H, carries 0.210

(7)
C2H7N2O | ωB97M-V with the def2-TZVPD basis set

Element x y z (Å)
O: -1.6523 -1.0657 -0.0755
N: 1.9384 -0.3856 -0.3055
N: -0.6888 -0.1134 -0.0824
C: 0.7494 -0.8808 0.0760
C: -0.9253 1.2529 -0.0634
H: -1.7351 1.5135 -0.7214
H: -1.4382 1.6394 0.8290
H: -1.8357 -1.3827 0.7846
H: 2.0667 0.6353 -0.3519
H: 0.6507 -2.0016 0.3593
H: 0.0677 1.7629 -0.1770
H: 2.8026 -0.9743 -0.2718

Net charge: +1
Energy relative to the best compared isomer or geometry (same formula, charge and spin) (kJ/mol): 121.3
E (a.u.): -264.6708
Highest occupied orbital energy (spin up / spin down) (hartree): -0.423 / -0.607
Spin multiplicity: 3
M (g/mol): 75.1
<S²>: 2.0076

Mulliken population analysis, charges in e, atoms 1 to 8: number 1, O, carries -0.338; number 2, N, carries -0.306; number 3, N, carries 0.301; number 4, C, carries -0.148; number 5, C, carries -0.576; number 6, H, carries 0.330; number 7, H, carries 0.335; number 8, H, carries 0.383

(8)
C2H7N2O | ωB97M-V with the def2-TZVPD basis set

Element x y z (Å)
O: -0.3964 0.0609 1.5308
N: 0.4908 1.3910 -0.8036
N: -0.7388 -1.7974 0.3646
C: -0.2306 -0.6032 0.4791
C: 0.5906 -0.0195 -0.6872
H: 1.6879 -0.1860 -0.5825
H: 0.3464 1.8324 0.1114
H: -1.1512 2.4617 1.9245
H: -0.8586 -2.2779 -0.5211
H: 0.3396 -0.5569 -1.6136
H: -1.3675 -2.1132 1.1002
H: 1.2878 1.8082 -1.3027

Net charge: +2
Energy relative to the best compared isomer or geometry (same formula, charge and spin) (kJ/mol): 616.3
E (a.u.): -264.1628
Highest occupied orbital energy (spin up / spin down) (hartree): -0.762 / -0.760
Spin multiplicity: 2
M (g/mol): 75.1
<S²>: 0.7545

Mulliken population analysis, charges in e, atoms 1 to 8: number 1, O, carries -0.464; number 2, N, carries -0.069; number 3, N, carries -0.295; number 4, C, carries 0.609; number 5, C, carries -0.319; number 6, H, carries 0.360; number 7, H, carries 0.204; number 8, H, carries 0.650

(9)
C2H7N2O2 | ωB97M-V with the def2-TZVPD basis set

Element x y z (Å)
O: -0.5278 0.4777 -0.9886
O: 0.6956 1.4328 -2.6448
N: 0.5571 -1.9877 1.2726
N: -0.1940 0.3141 1.9336
C: -0.1747 -1.0968 2.1577
C: -0.3350 0.9819 -2.1150
H: -1.1671 -1.4745 2.4103
H: -1.2732 1.0001 -2.7619
H: -0.0461 -2.3406 0.5321
H: 0.6050 0.8517 2.2186
H: 1.3281 -1.5162 0.8147
H: 0.3549 -1.1883 3.1313
H: -0.4980 0.6233 1.0190

Net charge: -1
Energy relative to the best compared isomer or geometry (same formula, charge and spin) (kJ/mol): 64.8
E (a.u.): -340.4466
Highest occupied orbital energy (hartree): -0.152
M (g/mol): 91.1

Mulliken population analysis, charges in e, atoms 1 to 8: number 1, O, carries -0.584; number 2, O, carries -0.631; number 3, N, carries -0.613; number 4, N, carries -0.543; number 5, C, carries -0.500; number 6, C, carries -0.048; number 7, H, carries 0.322; number 8, H, carries 0.235

(10)
C2H7N2O2P | ωB97M-V with the def2-TZVPD basis set

Element x y z (Å)
P: -1.0333 -0.1821 0.7431
O: -1.3788 0.3213 -0.7975
O: 2.4384 0.3563 0.0483
N: -2.7601 -0.1388 1.2237
N: -0.5490 1.2431 1.5371
C: 2.9575 -1.0007 -1.9180
C: 2.7548 -0.2141 -0.8970
H: -2.6769 -0.1868 2.2868
H: 2.2524 -0.8750 -2.7086
H: -2.0758 -0.0479 -1.3483
H: 0.4427 1.3880 1.3765
H: -1.2010 1.9325 1.6451
H: -3.1164 -0.9893 0.8941
H: 3.9456 -1.6066 -2.0853

Net charge: 0
Energy relative to the best compared isomer or geometry (same formula, charge and spin) (kJ/mol): 223.6
E (a.u.): -681.7391
SMILES string: NP(N)O.C=C=O
Highest occupied orbital energy (hartree): -0.317
M (g/mol): 122.1

Mulliken population analysis, charges in e, atoms 1 to 8: number 1, P, carries 0.287; number 2, O, carries -0.499; number 3, O, carries -0.336; number 4, N, carries -0.654; number 5, N, carries -0.472; number 6, C, carries -0.879; number 7, C, carries 0.731; number 8, H, carries 0.270